Entry 1:
DFT (ωB97M-V/def2-TZVPD) results for C15H32IN4O6Sr as an isolated structure in a non-equilibrium geometry.

Last column: Mulliken charge in e.
Element x y z (Å)
Sr (-12.013193, -9.547380, 2.096120)  1.924
C (-13.253717, -8.267175, 5.101421)  -0.882
C (-14.971423, -9.732109, 3.823862)  -0.426
O (-14.314480, -10.315762, 2.649663)  -0.123
C (-14.479662, -11.712409, 2.557462)  -0.714
C (-13.560532, -12.467426, 3.511947)  -0.745
O (-12.251778, -11.977547, 3.269263)  -0.129
C (-11.338067, -12.391363, 4.237090)  -0.530
C (-9.975248, -11.788036, 3.958021)  -0.611
O (-10.117142, -10.421051, 3.520848)  -0.364
C (-9.781211, -9.400457, 4.464285)  -0.848
C (-10.950917, -9.051465, 5.365473)  -0.575
O (-12.067086, -8.857821, 4.509481)  -0.032
H (-13.484886, -8.805115, 6.035781)  0.434
H (-13.047871, -7.240021, 5.410166)  0.440
H (-16.017466, -9.660931, 3.633237)  0.264
H (-14.839638, -10.401531, 4.695542)  0.356
H (-14.228743, -12.043581, 1.525627)  0.221
H (-15.533146, -11.923312, 2.752934)  0.440
H (-13.638494, -13.523862, 3.352638)  0.440
H (-13.866186, -12.268584, 4.544817)  0.399
H (-11.187793, -13.499641, 4.218033)  0.417
H (-11.609477, -12.079369, 5.297633)  0.275
H (-9.432700, -12.412689, 3.214144)  0.348
H (-9.395647, -11.790456, 4.888427)  0.339
H (-9.422342, -8.525767, 3.974191)  0.350
H (-9.010359, -9.788106, 5.093277)  0.426
H (-10.746202, -8.112354, 5.926937)  0.478
H (-11.157520, -9.831923, 6.071884)  0.369
N (-12.360795, -7.097098, 0.723083)  -0.558
C (-13.188696, -7.671311, -0.342517)  0.842
C (-13.784578, -6.560673, -1.200202)  -1.450
C (-14.697461, -6.894486, -2.362679)  -0.390
C (-15.736938, -7.989482, -2.120768)  -1.094
N (-15.021727, -9.288391, -2.341419)  -0.017
C (-14.481537, -9.623643, -3.521998)  0.396
N (-14.961558, -9.055775, -4.640909)  -0.337
N (-13.467275, -10.538717, -3.566596)  -0.314
C (-12.379726, -8.794403, -1.010971)  0.512
O (-12.015501, -8.650837, -2.165854)  -0.674
O (-12.229823, -9.830808, -0.254162)  -1.012
H (-12.961144, -6.496250, 1.300796)  0.240
H (-11.617486, -6.554178, 0.344285)  0.243
H (-13.979361, -8.236210, 0.162155)  0.076
H (-12.928293, -5.990468, -1.500937)  0.393
H (-14.299753, -5.982030, -0.471326)  0.510
H (-14.032388, -7.214060, -3.157357)  0.328
H (-15.211379, -5.987979, -2.684178)  0.461
H (-16.601720, -7.795774, -2.752728)  0.260
H (-16.112022, -7.965315, -1.098488)  0.467
H (-14.957738, -9.954122, -1.572523)  0.273
H (-15.938014, -8.758679, -4.621796)  0.243
H (-14.409536, -8.932026, -5.476573)  0.245
H (-12.772356, -10.484148, -2.844570)  0.205
H (-13.172257, -10.907119, -4.460277)  0.268
I (-17.844882, -8.314322, 5.407748)  -0.725
C (-14.429614, -8.319103, 4.150053)  -0.404
H (-14.261511, -7.697120, 3.277997)  -0.116
H (-15.236581, -7.839287, 4.701999)  0.189

Force components x, y, z for each atom (eV/Å):
-0.151 -0.143 -0.068
0.046 -0.324 0.529
1.004 0.396 0.422
0.523 0.620 0.187
-0.154 -0.711 -0.417
-0.879 1.098 0.131
-0.057 0.080 -0.112
0.925 -0.565 1.611
0.232 -0.017 -0.113
0.374 -0.066 -0.453
-0.629 -0.912 1.060
-0.193 1.121 -0.403
-0.334 0.288 -0.173
-0.032 -0.065 -0.333
0.186 0.094 -0.220
-0.897 0.049 -0.192
0.003 0.373 -0.366
-0.212 0.461 0.444
0.044 -0.402 -0.004
0.095 -0.741 -0.236
0.260 0.016 0.040
-0.388 0.640 0.172
-0.347 -0.376 -1.257
-0.267 0.904 0.134
0.004 -0.177 -0.200
0.245 0.533 -0.808
0.880 -0.025 0.419
0.059 -0.536 -0.255
-0.193 -0.535 0.487
-0.963 -0.718 1.324
-0.299 -0.565 -0.027
0.289 -0.894 0.521
0.220 0.271 0.008
1.148 0.043 0.070
-0.897 -0.226 -0.220
0.928 -0.814 0.081
-0.530 -0.217 0.537
-1.638 0.928 -0.454
-0.369 -0.054 0.521
0.392 -0.194 -0.468
0.103 0.340 -0.629
0.552 -0.008 -0.305
0.569 0.591 -0.307
-0.267 0.195 0.113
0.310 0.574 -0.654
-0.692 0.873 0.510
-0.182 0.090 -0.371
0.100 0.057 -0.019
-0.033 -0.614 -0.217
0.073 -0.248 0.020
0.180 0.302 -0.400
0.712 0.072 -0.250
-0.118 -0.216 0.141
0.385 0.128 0.408
-0.128 0.166 0.121
0.160 -0.042 -0.081
0.295 -1.070 0.507
0.030 0.060 -0.501
-0.476 0.109 -0.004

Output
Highest occupied orbital energy (eV): -8.00
Total energy (eV): -43252.8613
Net charge: +1
Kohn-Sham gap (eV): 5.4
Energy above the lowest of the compared OMol25 structures with the same formula, charge and spin (eV): 0.000
Strongest force on any atom (eV/A): 1.9

Entry 2:
DFT (ωB97M-V/def2-TZVPD) results for C15H32InN2O4 as an isolated structure in a non-equilibrium geometry.

Last column: Mulliken charge in e.
Element x y z (Å)
C (2.367705, 3.581570, 2.928018)  -0.539
C (3.088901, 2.606558, 2.054673)  -0.472
In (1.954920, 1.213919, 0.608259)  0.659
C (-0.221782, 0.932199, 1.155680)  -0.530
C (-0.504569, 0.006312, 2.477096)  -0.032
O (-1.586724, -0.945962, 2.101734)  -0.336
C (-2.918636, -0.365200, 2.329182)  -0.539
C (-3.566610, 0.376112, 0.988642)  -0.756
C (3.118148, -0.689902, 0.238223)  -0.850
C (2.526190, -1.972380, 1.326698)  0.443
C (3.159002, -1.875559, 2.940446)  -0.447
O (3.605466, -2.991385, 1.817943)  -0.506
H (2.238326, 3.314123, 4.080272)  0.155
H (1.895069, 4.586291, 2.511053)  0.188
H (4.280504, 2.535252, 2.052043)  0.161
H (1.954056, 2.122278, -0.982623)  -0.385
H (-0.712166, 1.983181, 1.328203)  0.189
H (-0.749839, 0.404371, 0.229994)  0.042
H (-0.842828, 0.637645, 3.432008)  0.274
H (0.428623, -0.656293, 2.781824)  -0.086
H (-3.647010, -1.285767, 2.546560)  0.324
H (-2.993028, 0.311593, 3.302393)  0.343
H (-4.724781, 0.244654, 0.891896)  0.288
H (-2.958388, -0.051173, 0.060490)  0.181
H (-3.224158, 1.515590, 1.080680)  0.272
H (4.267291, -0.626983, 0.538663)  0.225
H (2.969649, -1.110602, -0.844881)  0.209
H (1.335607, -2.344359, 1.190944)  -0.006
H (2.748472, -2.597091, 3.768307)  0.266
H (4.107325, -1.178541, 3.031744)  0.187
C (0.987639, 2.423367, -3.634075)  0.153
O (0.643848, 2.294175, -2.466183)  -0.556
N (1.071435, 3.619119, -4.314985)  0.158
C (1.487907, 3.687856, -5.700070)  -0.920
C (0.732648, 4.846458, -3.625120)  -0.958
H (1.267039, 1.554189, -4.251638)  0.279
H (2.383692, 4.311726, -5.769188)  0.328
H (0.682223, 4.134613, -6.289669)  0.332
H (1.712046, 2.692852, -6.094055)  0.284
H (1.390293, 4.960822, -2.758166)  0.285
H (-0.302446, 4.784573, -3.275901)  0.282
H (0.846309, 5.707168, -4.289746)  0.377
C (-3.679396, -3.444485, 0.336191)  0.398
O (-4.850990, -3.662172, 0.055416)  -0.656
N (-2.624203, -4.292555, 0.075753)  0.161
C (-1.262805, -3.960898, 0.440761)  -0.461
C (-2.883275, -5.555562, -0.583600)  -1.015
H (-3.371239, -2.513572, 0.839542)  0.028
H (-0.648763, -3.942607, -0.464248)  0.373
H (-0.884633, -4.724609, 1.126383)  0.346
H (-1.212499, -2.983672, 0.928608)  -0.121
H (-3.344857, -5.361285, -1.556422)  0.296
H (-3.579599, -6.139247, 0.026029)  0.292
H (-1.955108, -6.116703, -0.721780)  0.393

Force components x, y, z for each atom (eV/Å):
1.499 -1.803 -0.454
-0.385 3.207 0.445
0.141 1.351 -1.219
-1.062 -0.226 0.814
0.357 0.370 -0.637
-1.144 1.722 1.646
-1.799 -1.111 -0.170
1.974 0.660 0.421
0.134 -3.160 1.802
2.078 0.566 2.268
0.775 -2.797 -4.351
-3.170 3.508 0.193
1.377 1.655 -1.970
-0.434 -3.006 0.629
-2.385 -1.135 1.795
0.523 -0.504 1.050
0.807 -1.913 -0.483
1.111 1.151 2.022
0.760 -1.299 -2.017
-2.029 1.273 -0.676
1.652 1.791 -0.323
0.494 -1.226 -2.124
2.299 0.240 0.244
-1.661 0.820 1.910
-1.110 -2.386 -0.475
-2.364 -0.216 -0.869
0.456 0.768 2.009
3.561 0.760 0.509
0.688 2.223 -1.399
-2.420 -1.367 0.273
-0.462 0.264 0.888
-0.393 0.517 -2.157
0.130 -0.861 0.074
-0.096 0.129 0.413
-0.015 -0.197 0.303
0.074 0.074 -0.110
-0.007 -0.041 -0.262
0.144 -0.016 -0.207
-0.054 0.122 0.149
-0.194 0.125 -0.018
0.105 0.171 0.082
0.010 -0.214 0.019
0.455 -0.499 -0.203
0.621 -0.211 0.009
-1.017 0.868 0.287
-0.011 -0.035 -0.047
-0.312 0.153 0.023
0.152 -0.176 -0.098
0.154 0.025 0.154
0.184 0.113 -0.031
-0.118 -0.109 -0.061
0.004 -0.223 0.050
0.037 -0.101 -0.201
-0.119 0.204 0.080

Output
Highest occupied orbital energy (eV): -2.91
Total energy (eV): -32405.6187
Net charge: -1
Kohn-Sham gap (eV): 5.5
Strongest force on any atom (eV/A): 5.2